DFT (the ωB97M-V functional and the def2-TZVPD basis) results for 11 unconnected molecules or ions with the total composition C3H27NO11S in a non-equilibrium geometry.

Summary:
- HOMO (eV) = -9.5
- gap between HOMO and LUMO (Eh) = 0.3509
- relative energy (zero: lowest compared OMol25 entry of this formula, charge and spin) (kcal per mole) = 81.3
- 2S+1 = 1
- SMILES = O=CNCCS.O.O.O.O.O.O.O.O.O.O

The geometry in XYZ format:
```
43
C3H27NO11S, DFT the ωB97M-V functional and the def2-TZVPD basis
O 0.087 2.922 1.289
C 0.443 1.774 1.134
N -0.338 0.654 1.255
C 0.309 -0.657 0.957
C 0.462 -1.572 2.157
S 0.717 -3.358 1.501
H 1.467 1.609 0.619
H -1.330 0.585 1.398
H 1.286 -0.345 0.557
H -0.342 -1.039 0.162
H -0.405 -1.798 2.780
H 1.321 -1.210 2.718
H 1.841 -3.483 2.212
H -0.134 3.106 -1.787
H -1.137 1.774 -1.600
O -0.300 2.175 -1.890
H -2.859 1.229 -0.083
H -2.861 2.784 -0.099
O -2.542 2.006 -0.572
H 3.959 0.624 -0.337
H 4.103 1.653 0.690
O 4.004 0.692 0.655
H 0.251 0.028 -2.393
H 1.118 0.464 -3.657
O 0.904 -0.241 -3.045
H -0.130 -2.967 -2.791
H -0.492 -4.113 -1.886
O -0.802 -3.651 -2.675
H 3.488 -1.534 -1.648
H 2.318 -0.391 -1.667
O 3.212 -0.643 -1.446
H -3.340 -1.027 0.072
H -4.050 -0.095 1.180
O -3.252 -0.294 0.688
H -2.688 2.224 2.736
H -1.454 2.922 1.879
O -2.397 2.943 2.155
H 2.821 0.344 2.000
H 2.772 1.702 2.571
O 2.262 0.885 2.591
H -2.495 -1.801 -3.369
H -2.718 -2.872 -2.387
O -3.078 -2.008 -2.626
```



DFT (the ωB97M-V functional and the def2-TZVPD basis) results for C22H29N3O4 in the gas phase.

Summary:
- HOMO (eV) = -7.5
- gap between HOMO and LUMO (Eh) = 0.2959
- relative energy (zero: lowest compared OMol25 entry of this formula, charge and spin) (kcal per mole) = 25.2
- 2S+1 = 1
- SMILES = CCOC(=O)[C@H]1CCCN(c2c(NCCCN(C)c3ccccc3)c(=O)c2=O)C1

The geometry in XYZ format:
```
58
C22H29N3O4, DFT the ωB97M-V functional and the def2-TZVPD basis
C -2.407 -1.618 -2.309
C -1.857 -0.448 -3.110
H -2.530 -0.179 -3.926
H -0.866 -0.690 -3.509
O -1.758 0.741 -2.319
C -0.697 0.877 -1.535
O 0.200 0.071 -1.468
C -0.689 2.182 -0.754
C -0.426 1.874 0.734
N -1.563 1.206 1.316
C -1.691 -0.137 1.252
C -0.819 -1.231 1.144
N 0.500 -1.416 1.075
H 1.134 -0.629 1.002
C 1.080 -2.725 0.887
H 0.265 -3.449 0.892
H 1.742 -2.949 1.733
C 1.862 -2.843 -0.426
H 1.283 -2.371 -1.220
H 1.956 -3.905 -0.658
C 3.276 -2.225 -0.397
N 3.340 -0.854 -0.844
C 3.195 0.225 -0.010
C 3.212 0.105 1.391
C 3.105 1.212 2.212
C 2.969 2.482 1.680
C 2.951 2.621 0.302
C 3.058 1.524 -0.527
H 3.036 1.686 -1.591
H 2.854 3.604 -0.137
H 2.885 3.344 2.324
H 3.127 1.074 3.283
H 3.339 -0.857 1.863
C 3.218 -0.664 -2.272
H 3.990 0.021 -2.633
H 2.234 -0.270 -2.540
H 3.355 -1.620 -2.770
H 3.703 -2.314 0.602
H 3.922 -2.806 -1.065
C -1.940 -2.188 1.174
O -2.034 -3.391 1.046
C -2.869 -1.010 1.338
O -4.061 -0.827 1.476
C -2.771 2.008 1.278
C -3.144 2.347 -0.166
C -1.969 3.011 -0.885
H -1.784 3.992 -0.440
H -2.214 3.158 -1.937
H -3.423 1.429 -0.683
H -4.007 3.013 -0.173
H -2.580 2.923 1.846
H -3.578 1.452 1.754
H -0.266 2.814 1.271
H 0.468 1.262 0.835
H 0.168 2.749 -1.134
H -3.347 -1.348 -1.833
H -2.579 -2.461 -2.971
H -1.702 -1.919 -1.538
```



DFT (the ωB97M-V functional and the def2-TZVPD basis) results for a molecular structure, C13H25ClNPrSiTi in a non-equilibrium geometry.

Summary:
- HOMO (alpha / beta) (eV) = -1.9 / -1.9
- gap between HOMO and LUMO (alpha / beta) (Eh) = 0.1474 / 0.1437
- expectation value of S² = 3.761
- total charge = -1
- 2S+1 = 4

The geometry in XYZ format:
```
43
C13H25ClNPrSiTi, DFT the ωB97M-V functional and the def2-TZVPD basis
Ti -0.999 0.445 1.736
Cl -1.545 -1.441 2.711
C 0.983 0.741 1.406
H 0.930 1.850 1.297
H 1.730 0.317 0.696
H 1.264 0.494 2.457
Pr 1.356 -3.016 -1.084
C -0.673 -4.307 -0.918
C 1.855 -2.934 1.273
C 1.195 -1.183 -2.469
H 2.450 -2.060 1.562
H 0.995 -3.008 1.950
H 2.476 -3.843 1.411
H -1.170 -4.351 -1.901
H -0.354 -5.326 -0.627
H -1.369 -3.921 -0.157
H 1.599 -0.442 -1.641
H 0.216 -0.782 -2.905
C -2.877 -1.235 -0.911
Si -2.793 0.589 -1.195
C -2.182 1.050 -2.915
C -4.448 1.416 -0.860
N -1.748 1.209 0.100
C -1.674 2.578 0.470
C -1.765 3.649 -0.430
C -1.647 4.977 0.080
C -1.459 5.155 1.449
C -1.380 4.113 2.366
C -1.450 2.780 1.861
H -3.911 -1.513 -1.154
H -2.670 -1.556 0.117
H -2.203 -1.781 -1.579
H -2.843 0.533 -3.635
H -2.278 2.136 -3.097
H -1.139 0.728 -3.082
H -4.660 1.413 0.222
H -4.463 2.459 -1.215
H -5.243 0.855 -1.377
H -1.897 3.423 -1.490
H -1.729 5.799 -0.637
H -1.382 6.212 1.821
H -1.253 4.267 3.436
H -1.516 1.910 2.684
```



Computed energy (eV) in order:
-38396.776, -35944.899, -72956.568